Entry 1:
C3H7NO3 | ωB97M-V/def2-TZVPD

Calculated values
- Charge: 0
- Spin multiplicity: 1
- Gap between HOMO and LUMO: 10.82 eV
- Structure (SMILES): CC(=O)NC=O.O

Geometry as XYZ:
```
14
C3H7NO3 | OMol25 | ωB97M-V/def2-TZVPD
O 0.3140 0.9771 2.9263
O 1.9697 1.6272 -0.5654
O -1.6754 -0.7009 0.6767
N 0.2794 0.2718 0.1028
C -0.8904 -0.4662 -0.2082
C 1.1437 0.8079 -0.8651
C -0.9639 -1.2227 -1.5206
H -1.8363 -1.8853 -1.4649
H 0.5553 1.9081 2.8420
H 0.2254 0.4819 1.1096
H -1.1453 -0.5146 -2.3502
H 1.0145 0.0941 -1.7193
H -0.1078 -1.8912 -1.6524
H 1.1170 0.5127 2.6888
```

=====

Entry 2:
C17H22N5O5OsS | ωB97M-V/def2-TZVPD

Calculated values
- Charge: +3
- Spin multiplicity: 1
- Gap between HOMO and LUMO (alpha / beta): 6.15 / 6.34 eV

Geometry as XYZ:
```
51
C17H22N5O5OsS | OMol25 | ωB97M-V/def2-TZVPD
Os -0.9884 -0.3070 0.0794
S -2.1563 -0.8125 -1.6840
O 2.4804 3.8718 -2.2499
O -1.2094 -1.6942 1.4056
O 0.7491 5.2509 -2.5111
O 0.8802 -0.0975 -0.0541
O 2.5350 1.1271 -0.9770
N -2.0497 -3.0004 -3.2074
N -1.0569 3.6054 -1.4196
N -0.0977 -0.9033 3.2893
N -0.4674 -3.1739 2.9195
N -0.9846 1.6035 -0.6065
C -0.1732 0.4977 2.9196
C 1.2814 -2.5227 4.5082
C -2.2654 -4.2565 -3.6178
C 0.6082 -1.1707 4.5689
C -2.3260 -2.5690 -1.9496
C -1.1091 -4.2270 2.1298
C -3.2566 2.7065 -0.6314
C 0.2588 -3.5752 4.1456
C -1.8016 2.6272 -0.8921
C -0.5676 -1.9108 2.5654
C -2.7969 -5.1807 -2.7368
C -2.8590 -3.4563 -1.0471
C 1.3844 1.0329 -0.7207
C -3.0996 -4.7739 -1.4487
C 1.2168 4.2195 -2.1350
C 0.3052 1.9787 -0.9966
C 0.2608 3.2380 -1.4979
H -1.3641 4.5273 -1.7277
H -3.4660 3.4974 0.0912
H 0.7369 -4.5292 3.9333
H 1.3347 -0.3717 4.7051
H -1.0024 0.6980 2.2215
H 2.7037 3.0130 -1.8497
H -3.1195 -3.1193 -0.0542
H 1.7228 -2.7577 5.4753
H 0.7720 0.8537 2.5091
H -2.1801 -4.0450 2.0522
H -3.6288 1.7649 -0.2342
H -0.4701 -3.7282 4.9445
H -3.5422 -5.4736 -0.7510
H -2.0117 -4.4817 -4.6453
H -0.4202 1.0826 3.8056
H -0.6612 -4.2996 1.1389
H -2.9780 -6.1922 -3.0726
H -1.6802 -2.3379 -3.8843
H -0.9578 -5.1664 2.6519
H -3.7963 2.9443 -1.5492
H -0.1190 -1.1115 5.3815
H 2.0868 -2.5079 3.7714
```

=====

Entry 3:
C22H22O4 | ωB97M-V/def2-TZVPD

Calculated values
- Charge: 0
- Spin multiplicity: 1
- Gap between HOMO and LUMO: 2.87 eV

Geometry as XYZ:
```
48
C22H22O4 | OMol25 | ωB97M-V/def2-TZVPD
O 0.6752 0.6909 -3.0081
O -2.7525 0.8219 -8.3039
O -1.7144 -1.3469 3.5333
O -3.7749 -2.3029 0.0231
C -3.8166 0.2553 0.8931
C -2.5389 1.4090 -4.7110
C -3.1287 -2.1158 1.0702
C -0.6341 1.0884 -3.0882
C 1.3453 0.6856 -1.7939
C -1.9073 0.3260 -9.3674
C 3.3459 0.2219 -0.5663
C -3.0547 -0.7686 1.6522
C -2.3496 -0.4851 2.8878
C 0.6769 1.1040 -0.6199
C -0.6674 1.5037 -0.7284
C -2.2130 0.8696 -7.0526
C -0.3938 0.5578 -5.4817
C -0.8773 0.4764 -6.7733
C -1.1957 1.0235 -4.4172
C -3.0411 1.3366 -5.9970
C -2.3371 0.9165 3.4721
C 2.7160 0.6371 0.6214
C -2.4315 -3.2880 1.7041
C -1.3152 1.5089 -1.9548
C 2.6694 0.2423 -1.7850
C 1.4023 1.0720 0.6013
H -1.0220 0.9654 -9.4863
H -3.4440 0.2949 -0.1431
H -2.7683 0.8753 4.4813
H 3.1482 -0.0765 -2.7127
H 0.8730 1.4011 1.4997
H 0.6331 0.2504 -5.3017
H -1.5946 -0.7067 -9.1613
H 3.2574 0.6191 1.5692
H -2.8829 1.6575 2.8874
H -4.0643 1.6296 -6.2368
H -0.2177 0.1089 -7.5634
H -3.1799 1.7685 -3.9062
H -2.3500 1.8273 -2.0638
H -3.7596 1.2603 1.3209
H -1.7118 -3.6929 0.9815
H -2.5234 0.3626 -10.2652
H -1.2920 1.2385 3.5734
H 4.3794 -0.1196 -0.5287
H -1.9203 -3.0032 2.6274
H -3.1744 -4.0708 1.9021
H -4.8799 -0.0335 0.8280
H -1.1867 1.8518 0.1627
```

=====

Entry 4:
C39H67N4O3S2Si | ωB97M-V/def2-TZVPD

Calculated values
- Charge: +1
- Spin multiplicity: 3
- <S²>: 2.009
- Gap between HOMO and LUMO (alpha / beta): 7.06 / 7.12 eV

Geometry as XYZ:
```
116
C39H67N4O3S2Si | OMol25 | ωB97M-V/def2-TZVPD
S -2.4181 3.8145 3.0294
S -2.0833 6.6997 2.2362
Si 4.5150 3.5605 0.3542
O 1.0632 -5.8754 -3.4529
O 2.6411 -0.5224 1.1410
O 2.8582 3.9170 -0.0580
N 2.1770 7.6087 0.6438
N -4.6608 5.2832 2.3012
N 1.1183 -7.2015 -3.7821
N 1.7241 -1.3018 1.7763
C 0.0931 0.3128 0.6814
C -0.4489 6.2180 3.0330
C 1.2392 -7.9910 -2.5141
C 2.2882 -2.6827 1.8727
C 0.7317 7.6198 1.1180
C 0.4211 -1.1589 1.0537
C -5.6222 3.1204 1.0065
C -4.3863 5.9893 -0.2665
C -0.1031 -8.1371 -1.7571
C 2.4370 6.4326 -0.2868
C -4.7778 6.8414 -1.4946
C 0.1269 -8.8469 -5.3873
C 2.2615 -7.3841 -1.5185
C 0.8922 -3.4066 -0.1306
C 4.8509 3.4047 2.2377
C -0.0648 -7.5002 -4.6453
C 2.2687 -3.4178 0.5205
C -6.5314 8.1306 0.0137
C -5.7107 3.2627 3.6454
C -6.6804 1.0255 2.4384
C -5.0499 6.1302 1.1569
C 2.3745 5.0914 0.6286
C 1.8229 -9.3911 -2.8498
C 0.3558 -1.9847 -0.2545
C -0.2204 -6.4742 -5.7986
C -5.8817 7.9251 -1.3738
C 3.7384 -2.6862 2.4242
C -6.3644 1.8535 3.7215
C 4.8843 1.8110 -0.3996
C 0.6301 7.3921 2.7129
C -1.3779 -7.5490 -3.8430
C -0.7296 -1.5747 2.0111
C 1.5070 -3.5195 2.9169
C -5.3071 3.9565 2.2905
C -6.2913 1.6980 1.0755
C -1.2937 -8.4868 -2.6433
C -3.2104 5.2221 2.4996
C -6.1354 7.2622 1.2655
C 5.7688 4.7799 -0.4297
H 4.2151 1.0543 0.1715
H 2.8385 7.6065 1.4430
H -5.3603 3.5039 -0.0305
H 1.0532 -10.1602 -2.9309
H -0.6719 -9.0007 -6.1180
H -0.4823 -5.4745 -5.4415
H 1.4560 -3.0022 3.8778
H 0.2988 8.6504 0.8638
H 5.4769 5.0653 -1.5026
H -1.6132 -0.9418 1.8884
H -0.4359 -1.4704 3.0603
H 4.5403 2.3353 2.5337
H 0.1909 6.8087 0.5048
H 4.2350 4.1115 2.8939
H -2.2155 -8.4122 -2.0580
H 4.4531 -2.2281 1.7349
H -4.2356 6.6167 -2.4832
H 4.0870 -3.7094 2.5932
H 6.0044 1.6064 -0.2892
H 3.4750 6.5893 -0.7669
H -0.6760 -2.0247 -0.6194
H -6.5265 1.0878 0.1314
H -0.0081 -8.8968 -0.9740
H 3.7955 -2.1557 3.3795
H 2.5962 -4.4555 0.6455
H -6.6800 7.5076 2.2443
H 0.1922 -4.0282 0.4371
H -7.1373 -0.0171 2.4293
H 2.9855 -2.9583 -0.1713
H -1.6408 -6.5459 -3.4849
H -0.3347 -7.1954 -1.2419
H 2.9320 5.3380 1.5976
H 2.3957 -9.3736 -3.7821
H 0.7016 -6.3988 -6.3826
H 0.4911 -3.7637 2.6089
H -1.2292 -9.5286 -2.9726
H 3.2353 -7.2283 -1.9923
H 1.9994 -4.4811 3.0855
H 5.9774 3.4932 2.4027
H -1.0655 -2.5996 1.8461
H 5.8532 5.7410 0.1847
H 0.7653 0.7101 -0.0844
H 1.2629 4.9108 0.8436
H 0.1958 8.3469 3.1865
H 4.5354 1.7775 -1.4986
H -6.1378 8.5096 -2.3224
H 1.0762 -8.8674 -5.9273
H -5.5112 3.7799 4.6491
H -3.5852 5.1874 -0.4111
H 0.9354 -1.4756 -1.0356
H 0.9568 -3.8572 -1.1262
H -0.0133 5.2557 2.6019
H -0.5459 6.0843 4.1719
H 6.7919 4.2629 -0.5023
H 2.4122 -8.0484 -0.6621
H -0.9164 0.3900 0.2665
H 1.6325 7.0743 3.1708
H 2.3467 8.4617 0.0697
H -6.6079 1.3798 4.7431
H 0.0911 -9.7158 -4.7312
H 2.5202 -9.7388 -2.0823
H 1.6766 6.3910 -1.1530
H 1.9236 -6.4304 -1.1031
H 0.1439 0.9660 1.5582
H -1.0203 -6.7762 -6.4815
H -2.2063 -7.8642 -4.4864
H -7.3286 8.9502 0.1103
```

=====

Entry 5:
C6H17N3 | ωB97M-V/def2-TZVPD

Calculated values
- Charge: +2
- Spin multiplicity: 1
- Gap between HOMO and LUMO: 9.91 eV

Geometry as XYZ:
```
26
C6H17N3 | OMol25 | ωB97M-V/def2-TZVPD
N 2.9535 0.2379 0.4443
N -1.9951 -0.1469 -0.0657
N 0.4138 0.0215 0.2827
C 4.1611 -0.0365 -0.3237
C -2.8732 -1.1189 -0.6947
C 1.7269 -0.1999 -0.4219
C -0.5804 -0.4792 -0.4246
C -2.1248 -0.1514 1.4055
C -2.2795 1.2542 -0.5846
H 0.5064 0.4731 1.2240
H -3.2362 -0.2282 1.6763
H 1.8156 0.3623 -1.3310
H 2.9723 -0.4084 1.2925
H -1.9139 0.8305 1.7161
H 4.3198 0.7754 -0.9804
H -1.5074 -0.8986 1.7784
H 4.9502 -0.0026 0.3277
H 2.7771 1.2631 0.7933
H 4.0290 -1.0644 -0.8703
H 1.9666 -1.1856 -0.6244
H -3.2909 1.5460 -0.2604
H -3.8448 -0.7142 -0.6829
H -2.6934 -1.9715 -0.0941
H -2.5975 -1.3454 -1.8259
H -1.5864 1.9955 -0.1391
H -2.0688 1.1923 -1.6171
```

=====

Entry 6:
C45H59HfN6O4P3S4 | ωB97M-V/def2-TZVPD

Calculated values
- Charge: 0
- Spin multiplicity: 1
- Gap between HOMO and LUMO: 7.22 eV

Geometry as XYZ:
```
122
C45H59HfN6O4P3S4 | OMol25 | ωB97M-V/def2-TZVPD
Hf 0.4914 -0.0659 -1.3023
S 2.0554 -0.4474 -3.3547
S -0.3395 1.7511 -3.0263
S 2.7215 0.8948 -5.9545
S 0.5793 2.9007 -5.6629
P 2.6484 1.4478 -0.1992
P -2.6942 -0.7885 -0.5939
P 0.9978 0.7115 2.1535
O -0.1233 2.4144 -0.0115
O 1.4821 -1.4262 0.0611
O 2.2385 2.8030 -7.7128
O 0.4021 -2.2972 -1.6036
N 2.4891 1.2227 1.4691
N -3.9980 0.2275 -0.5887
N 4.0893 -2.2667 -1.2263
N -2.7922 -1.8816 -1.8314
N -1.3771 0.0562 -0.5884
N -2.8775 -1.7453 0.7580
C -3.7832 -2.9634 -1.8403
C 2.7662 5.9276 -1.1845
C -6.3573 2.0070 -0.7875
C 0.9429 -0.6437 4.6086
C 6.2228 0.8261 -2.0481
C 2.3289 -2.5279 5.1660
C -6.2595 0.7829 0.1326
C -1.1459 3.6530 3.9973
C 1.4447 2.6800 4.1386
C -3.1456 -1.9512 3.1809
C 1.6025 -0.4964 3.3883
C 6.9938 0.2024 -1.0751
C 1.0641 3.7441 4.9383
C 3.3695 -3.4893 -1.5266
C 0.5422 2.0996 3.2472
C -1.1471 -2.9909 2.0308
C 2.6742 3.2269 -0.5329
C -1.9576 -2.9231 3.3259
C 1.8977 2.2897 -6.6822
C -3.8527 1.6719 -0.8088
C 2.6220 -1.3898 3.0651
C -2.0529 -2.9786 0.8094
C -5.3670 -0.2818 -0.4863
C -2.6080 -2.5505 -4.1975
C 4.9230 1.2121 -1.7646
C 1.2885 -2.4300 -0.7117
C 4.3777 0.9755 -0.5046
C 2.9869 -2.3931 3.9509
C 2.5068 4.9877 -2.1708
C 2.9791 5.5196 0.1264
C 5.1484 0.3382 0.4620
C -0.7546 2.5940 3.1864
C -0.2366 4.2318 4.8674
C 6.4554 -0.0396 0.1794
C 2.9382 4.1729 0.4518
C -2.9212 -0.9960 2.0219
C -2.1981 -3.8792 -3.5755
C -3.1467 -4.2280 -2.4149
C 0.7495 1.7175 -4.3837
C -2.4252 -1.4244 -3.1805
C -5.0539 2.1997 -1.5776
C 2.1445 -3.6433 -0.6133
C 1.7275 0.8082 -4.5169
C 1.3033 -1.6514 5.4916
C 2.4563 3.6389 -1.8450
H -2.9382 1.8542 -1.3708
H 4.6467 -2.3385 -0.3841
H -3.2945 -1.3787 4.0982
H -1.9816 -0.4439 2.1723
H -0.2383 3.0574 -0.7241
H -2.1942 -4.6736 -4.3227
H 4.6977 -1.9807 -1.9816
H 1.7758 4.1871 5.6231
H 3.9629 -4.4080 -1.4375
H 6.6326 1.0111 -3.0324
H -1.4622 2.1555 2.4921
H -5.1053 1.6670 -2.5308
H -2.9959 -0.5321 -3.4694
H 3.1569 1.6830 2.0777
H -0.5376 5.0618 5.4934
H -2.0067 -2.3159 -5.0765
H -2.1589 4.0297 3.9391
H -4.6507 -2.6634 -2.4412
H 3.1734 6.2523 0.8990
H -0.5362 -3.8975 2.0118
H 2.7981 6.9799 -1.4353
H -1.1769 -3.7842 -3.1992
H 1.5649 -4.5021 -0.9563
H 8.0108 -0.0948 -1.2958
H -5.3601 -1.1865 0.1250
H -0.4512 -2.1500 1.9650
H 0.7854 -1.7488 6.4374
H -7.2478 0.3701 0.3409
H -3.7196 -0.2551 1.9534
H 2.4520 2.2854 4.2278
H -3.6472 -2.6044 -4.5347
H -5.7600 -0.5611 -1.4734
H 3.1127 -1.3065 2.1029
H -1.3044 -2.6176 4.1449
H 2.2292 2.9086 -2.6135
H 3.0903 3.8742 1.4823
H -4.8956 3.2518 -1.8188
H 4.7281 0.1208 1.4347
H -0.9213 1.8455 -0.0281
H -3.7603 2.2025 0.1497
H 4.3292 1.6840 -2.5385
H -4.0693 -2.5065 2.9988
H -4.1514 -3.1325 -0.8298
H -1.3727 -1.1329 -3.1904
H -2.3269 -3.9201 3.5780
H -2.7114 -3.8560 0.8222
H 3.0204 -3.4299 -2.5594
H -3.9414 -4.9024 -2.7446
H -6.5761 2.8970 -0.1940
H 2.6146 -3.3107 5.8566
H -2.5934 -4.7451 -1.6281
H 7.0488 -0.5263 0.9433
H 0.1459 0.0401 4.8781
H -7.1916 1.8857 -1.4814
H -5.8280 1.0683 1.0962
H 2.4338 -3.7910 0.4287
H 2.3323 5.2978 -3.1929
H 3.7862 -3.0760 3.6905
H -1.4585 -3.0443 -0.1007
```

=====

Entry 7:
C12H18Cl2DyN2 | ωB97M-V/def2-TZVPD

Calculated values
- Charge: -1
- Spin multiplicity: 6
- <S²>: 9.745
- Gap between HOMO and LUMO (alpha / beta): 6.20 / 3.66 eV

Geometry as XYZ:
```
35
C12H18Cl2DyN2 | OMol25 | ωB97M-V/def2-TZVPD
Dy -0.6910 1.2027 2.3394
Cl -1.0773 2.4733 0.2767
Cl 1.5553 1.0327 3.3182
N -1.0064 -0.9131 1.9355
N -2.2612 -4.5560 3.3487
C -0.9320 0.1404 -3.8061
C 1.9908 -1.0310 -1.2448
C 0.6002 0.0689 -3.5986
C -1.7420 0.3063 -2.5468
C 1.2920 -1.3204 -3.6046
C -2.3336 -1.0835 2.2585
C -1.8704 -3.3838 2.7838
C -0.1092 -1.9612 1.9648
C -2.8023 -2.3200 2.6674
C -0.5187 -3.2203 2.3737
C 2.1390 -1.6700 -2.3409
C -2.7688 -0.5254 -2.3221
H 0.8829 0.6627 -2.6947
H 0.1975 -4.0329 2.4145
H 0.5663 -2.0909 -3.9086
H -1.3038 0.9715 -1.8015
H 1.1584 -0.3835 -1.0671
H 2.9171 -2.4542 -2.5267
H -3.1896 -4.7051 3.6780
H -2.9668 0.5914 -2.7680
H 1.0283 0.6019 -4.4307
H -3.1441 -1.0088 -1.4189
H -1.6007 -5.3133 3.4740
H 2.7422 -1.1477 -0.4341
H -3.8574 -2.4570 2.9310
H 0.8858 -1.7223 1.6031
H -1.2932 -0.6834 -4.3774
H -2.9856 -0.2183 2.0771
H -1.0717 1.0431 -4.4021
H 2.0667 -1.2643 -4.3934
```

=====

Entry 8:
CH3IOS2 | ωB97M-V/def2-TZVPD

Calculated values
- Charge: 0
- Spin multiplicity: 1
- Gap between HOMO and LUMO: 8.21 eV
- Structure (SMILES): C[S@@](=O)(=S)I

Geometry as XYZ:
```
8
CH3IOS2 | OMol25 | ωB97M-V/def2-TZVPD
I 2.3224 -1.0102 0.3703
S 0.8141 2.0073 0.9607
S 0.5657 0.5053 -0.1933
O 0.5820 0.7783 -1.6104
C -0.8464 -0.4539 0.1514
H -1.0959 -0.7848 -0.9583
H -0.7634 -1.2689 0.8538
H -1.5785 0.2270 0.4257
```

=====

Number 1: strongest force on any atom 3.1 eV Å⁻¹. Number 2: strongest force on any atom 0.6 eV Å⁻¹. Number 3: strongest force on any atom 1.5 eV Å⁻¹. Number 4: strongest force on any atom 5.7 eV Å⁻¹. Number 5: strongest force on any atom 3.9 eV Å⁻¹. Number 6: strongest force on any atom 1.3 eV Å⁻¹. Number 7: strongest force on any atom 4.3 eV Å⁻¹. Number 8: strongest force on any atom 3.8 eV Å⁻¹.